[1]
A single C22H27N5O4S molecule at a distorted geometry. Source: OMol25; level of theory: the ωB97M-V functional and the def2-TZVPD basis.

XYZ file:
```
59
Properties=species:S:1:pos:R:3:nbo_charge:R:1
C -4.82137 -0.18146 -2.65950 -0.6383
C -4.21183 0.85869 -1.72295 -0.0623
O -2.80791 0.94038 -1.83792 -0.5123
C -2.02793 -0.03035 -1.28182 0.3730
C -2.47201 -1.06579 -0.47410 -0.3258
C -1.56798 -1.96749 0.07129 -0.2488
C -0.21366 -1.85108 -0.17001 0.2429
O 0.76621 -2.66107 0.34719 -0.5345
C 0.48186 -3.39106 1.53177 -0.0704
C -0.03995 -4.79538 1.24390 -0.6329
C 0.23669 -0.81007 -1.00613 0.1961
N 1.62459 -0.73245 -1.18516 -0.6348
C 2.34204 0.31534 -1.64527 0.6946
O 1.85974 1.28491 -2.19444 -0.6298
C 3.86732 0.20323 -1.46104 -0.3122
C 4.41667 1.62752 -1.30937 -0.4181
C 4.13347 2.14192 0.11936 -0.2113
N 3.23444 1.26608 0.82955 -0.4367
C 1.92253 1.49613 0.95704 0.3031
N 1.11098 0.66938 1.51839 -0.3422
N -0.15069 1.14486 1.54772 -0.2565
C -1.21259 0.42034 2.14049 0.6419
O -1.00763 -0.65212 2.67165 -0.6246
C -2.45679 1.11664 2.01991 -0.4003
C -2.55645 2.34343 1.42878 0.2666
C -3.84397 3.08919 1.30830 -0.6428
N -1.47847 2.98418 0.91838 -0.5266
C -0.34827 2.36698 0.99082 0.2862
S 1.16013 3.00486 0.40012 0.3743
C 3.73950 -0.07607 1.04201 -0.2297
C 4.33673 -0.63125 -0.26627 -0.4238
C -0.66280 0.08214 -1.55392 -0.3411
H -4.54629 0.04412 -3.68660 0.2154
H -5.90431 -0.16589 -2.57082 0.2120
H -4.45992 -1.17817 -2.41926 0.2136
H -4.50587 0.66827 -0.68322 0.1668
H -4.56335 1.85606 -2.00246 0.1913
H -3.51623 -1.18953 -0.23745 0.2168
H -1.94599 -2.74238 0.71676 0.2244
H 1.44336 -3.46178 2.05170 0.1813
H -0.20923 -2.82075 2.15925 0.2185
H -0.19134 -5.32348 2.18131 0.2146
H 0.68065 -5.34456 0.64177 0.2088
H -0.98142 -4.76378 0.70210 0.2070
H 2.09600 -1.49535 -0.71946 0.4241
H 4.25805 -0.23180 -2.38745 0.2447
H 3.92154 2.26317 -2.04308 0.2485
H 5.48858 1.64114 -1.50570 0.2091
H 5.06255 2.18199 0.69791 0.2023
H 3.70349 3.14351 0.09278 0.2189
H -3.32032 0.62363 2.43661 0.2297
H -4.68086 2.48370 1.64331 0.2122
H -3.79342 3.99712 1.90684 0.2321
H -3.99082 3.38805 0.27309 0.2321
H 4.50401 -0.03978 1.82550 0.2020
H 2.90770 -0.68179 1.40075 0.2524
H 4.08608 -1.68614 -0.38235 0.2157
H 5.42672 -0.56744 -0.23377 0.2165
H -0.32200 0.89135 -2.17681 0.2662
```

The SMILES is CCOc1ccc(OCC)c(NC(=O)C2CCN(c3nn4c(=O)cc(C)nc4s3)CC2)c1. The value obtained for the energy above the lowest of the compared OMol25 structures with the same formula, charge and spin is 0.0 kcal per mole.

***

[2]
A molecular structure, C17H33ClHfN4O10 at a distorted geometry. Source: OMol25; level of theory: the ωB97M-V functional and the def2-TZVPD basis.

XYZ file:
```
66
Properties=species:S:1:pos:R:3:nbo_charge:R:1
C -13.17484 -0.24076 -11.92069 -0.6011
C -11.86603 -0.84362 -12.42982 -0.4356
C -10.68798 -0.00637 -11.96263 -0.2099
N -9.40132 -0.23984 -12.74592 -0.2049
C -8.94180 -1.65640 -12.60797 -0.4099
C -9.53709 0.27238 -14.16873 -0.2341
C -9.21072 1.78323 -14.16592 -0.4323
C -8.67757 2.07249 -12.75605 -0.4349
C -8.35136 0.72376 -12.18264 -0.1974
H -13.22360 -0.40357 -10.84212 0.1996
H -14.02773 -0.70482 -12.41260 0.2317
H -13.23544 0.83222 -12.10340 0.2240
H -11.82032 -0.96133 -13.51743 0.2140
H -11.88305 -1.90606 -12.16414 0.2142
H -10.47658 -0.18550 -10.90894 0.2291
H -10.90342 1.04572 -12.13198 0.2277
H -7.93289 -1.61566 -13.01159 0.2326
H -9.56198 -2.25841 -13.27249 0.2267
H -9.05789 -2.05818 -11.60304 0.2341
H -8.92492 -0.33096 -14.84212 0.2395
H -10.51850 0.06357 -14.59362 0.2400
H -8.52994 2.05773 -14.96741 0.2628
H -10.12688 2.34514 -14.33663 0.2402
H -7.79085 2.70093 -12.69191 0.2693
H -9.44159 2.55754 -12.14919 0.2215
H -7.39224 0.33648 -12.52520 0.2226
H -8.39597 0.68540 -11.09518 0.2283
Hf -7.84869 -5.87461 -8.54308 1.8869
Cl -11.33317 -3.54914 -8.87676 2.5491
O -10.37093 -4.65825 -8.75552 -0.9573
O -10.50636 -2.44318 -9.30634 -0.8626
O -12.29365 -3.84957 -9.90106 -0.8239
O -11.93698 -3.13843 -7.65332 -0.8441
C -13.17849 -0.19040 -6.36308 -0.4782
N -14.31202 0.34000 -7.14646 0.5176
O -15.39361 0.38235 -6.57010 -0.3239
O -14.09420 0.79518 -8.24142 -0.2753
H -12.30083 -0.07585 -6.99219 0.2576
H -13.37582 -1.24694 -6.18873 0.2072
H -13.19606 0.35956 -5.42538 0.2740
C -11.59332 -7.18095 -10.96016 -0.4677
N -10.26229 -7.72499 -10.54735 0.5778
O -9.56173 -7.08105 -9.72094 -0.6371
O -9.88097 -8.74642 -11.00724 -0.1404
H -11.35542 -6.36712 -11.63930 0.2681
H -12.17959 -6.85320 -10.10736 0.2503
H -12.06934 -8.07403 -11.35788 0.2730
C -9.96678 -3.58835 -4.74551 -0.4722
N -9.08206 -3.46980 -5.95209 0.5786
O -8.63024 -4.50052 -6.46461 -0.5748
O -8.91430 -2.37855 -6.39959 -0.2220
H -10.63629 -4.43862 -4.78907 0.2567
H -10.38365 -2.60383 -4.58299 0.2591
H -9.20399 -3.77370 -3.98114 0.2722
C -18.25439 -3.67380 -7.07142 -0.2186
C -17.21724 -2.80431 -6.70344 0.2544
C -15.84516 -2.95174 -7.13162 -0.0706
C -15.55606 -3.97172 -7.95457 -0.2492
C -16.61936 -4.80644 -8.43454 0.2677
C -17.99443 -4.68582 -7.95491 -0.0520
H -19.25553 -3.52693 -6.68408 0.3089
H -17.48877 -1.99494 -6.02756 0.2853
H -15.10759 -2.19668 -6.90961 0.2728
H -14.53277 -4.21133 -8.21597 0.2921
H -16.37654 -5.62229 -9.10900 0.2640
H -18.69489 -5.37866 -8.40636 0.2986
```

The value obtained for the energy above the lowest of the compared OMol25 structures with the same formula, charge and spin is 0.0 kcal per mole. Its net charge is +4.

***

[3]
A single C23H28N2O4 molecule. Source: OMol25; level of theory: the ωB97M-V functional and the def2-TZVPD basis.

XYZ file:
```
57
Properties=species:S:1:pos:R:3:nbo_charge:R:1
C -4.64547 0.83292 2.77684 -0.6095
C -3.18983 1.15943 3.08874 -0.3987
C -2.38606 1.44133 1.82261 -0.2194
N -2.31398 0.24804 1.02193 -0.5519
C -1.79618 0.13209 -0.18676 0.4208
C -1.55720 -1.13378 -0.74344 -0.4187
C -1.61793 -2.29855 0.12311 0.5879
O -2.21764 -2.29707 1.20367 -0.6359
C -0.82700 -3.52878 -0.25554 -0.5034
C 0.67110 -3.21190 -0.23747 -0.3958
C 1.13232 -2.68556 1.13202 -0.2393
N 2.06766 -1.58944 0.99158 -0.4627
C 1.72838 -0.26137 1.16650 0.6820
O 0.64694 0.14697 1.51733 -0.5840
C 2.95610 0.50965 0.84860 -0.0585
C 3.19406 1.86777 0.85220 -0.1959
C 4.46768 2.30210 0.49766 -0.1931
C 5.46279 1.39995 0.15592 -0.1942
C 5.22286 0.02896 0.15630 -0.1572
C 3.95970 -0.39934 0.50496 -0.1378
C 3.39000 -1.76710 0.60000 0.6814
O 3.91566 -2.83150 0.40622 -0.5394
C -1.25661 -1.25062 -2.15797 0.5763
O -0.95134 -2.28019 -2.73761 -0.6052
C -1.41719 0.03541 -2.95435 -0.5067
C -0.74566 1.20981 -2.24657 -0.0173
C 0.73798 0.90670 -2.02401 -0.6185
C -0.87757 2.48092 -3.08851 -0.5992
C -1.45784 1.40463 -0.90522 -0.4727
H -5.12481 1.66819 2.27023 0.1999
H -5.19243 0.62971 3.69376 0.2137
H -4.71260 -0.04331 2.13734 0.2134
H -3.13989 2.03599 3.73728 0.2089
H -2.73110 0.32309 3.61887 0.2066
H -1.37234 1.76547 2.09102 0.2106
H -2.86784 2.24326 1.25220 0.1898
H -2.44607 -0.65751 1.50026 0.4477
H -1.05609 -4.31256 0.46906 0.2159
H -1.10407 -3.85483 -1.25738 0.2700
H 0.87597 -2.45992 -1.00114 0.2163
H 1.23702 -4.10457 -0.50326 0.2250
H 0.28540 -2.29910 1.70322 0.2368
H 1.62172 -3.47588 1.70576 0.2224
H 2.41735 2.56602 1.12383 0.2292
H 4.68429 3.35993 0.48947 0.2200
H 6.44141 1.76721 -0.11444 0.2209
H 5.99274 -0.67924 -0.10680 0.2340
H -0.98958 -0.12523 -3.94529 0.2313
H -2.48550 0.23512 -3.07402 0.2215
H 1.24095 1.75758 -1.56783 0.2079
H 1.22633 0.68507 -2.97015 0.2176
H 0.85912 0.04688 -1.36995 0.2121
H -1.92144 2.69175 -3.31145 0.2070
H -0.45853 3.33457 -2.55938 0.2059
H -0.34513 2.36740 -4.02961 0.2140
H -0.83735 2.01242 -0.24121 0.2368
H -2.39323 1.95098 -1.06911 0.2310
```

The SMILES is CCCNC1=C(C(=O)CCCN2C(=O)c3ccccc3C2=O)C(=O)CC(C)(C)C1. The value obtained for the energy above the lowest of the compared OMol25 structures with the same formula, charge and spin is 8.9 kcal per mole.

***

[4]
2 unconnected molecules or ions with the total composition C11H17ClN4O3P at a distorted geometry. Source: OMol25; level of theory: the ωB97M-V functional and the def2-TZVPD basis.

XYZ file:
```
37
Properties=species:S:1:pos:R:3:nbo_charge:R:1
N -2.39930 -1.84704 0.15719 -0.7867
C -1.64762 -0.70604 -0.00519 0.6885
N -1.94792 0.45814 0.60647 -0.5665
C -2.46771 1.60027 -0.21608 -0.2046
C -2.11913 2.95969 0.37285 -0.4348
C -0.64729 3.23377 0.55325 -0.0667
C 0.07885 2.66299 1.59607 -0.2099
C 1.43167 2.93387 1.75377 -0.2019
C 2.07805 3.78854 0.86860 -0.2036
C 1.36576 4.35808 -0.17935 -0.2198
C 0.01253 4.08335 -0.33231 -0.1607
N -0.59767 -0.81122 -0.82178 -0.7209
Cl 0.39874 0.52703 -1.08206 0.3020
P -0.13448 -2.31031 -1.65514 2.4625
O 1.17418 -2.04671 -2.23577 -1.0551
O -1.22735 -2.68775 -2.71105 -0.9509
O -0.12671 -3.46509 -0.60472 -0.9708
H -3.29226 -1.64044 0.59157 0.4068
H -1.95179 -2.58120 0.69948 0.4304
H -2.57171 0.25962 1.38120 0.4019
H -2.11725 1.48628 -1.24007 0.2172
H -3.55596 1.50982 -0.23845 0.2115
H -2.60715 3.03741 1.35027 0.2201
H -2.56626 3.73139 -0.25424 0.2415
H -0.41226 2.01161 2.31010 0.2041
H 1.96093 2.48408 2.58333 0.2241
H 3.12709 4.01043 1.01162 0.2275
H 1.87260 5.02511 -0.86394 0.2260
H -0.53201 4.53848 -1.15174 0.2052
H -1.19744 -2.05730 -3.44721 0.5345
H 0.46951 -3.21106 0.13057 0.5433
C 3.51933 -5.59907 -0.09671 -0.7290
C 3.03980 -4.49132 0.71809 0.3341
N 2.66688 -3.61395 1.35944 -0.3960
H 3.00950 -5.59401 -1.05825 0.2632
H 4.59009 -5.49584 -0.26045 0.2692
H 3.32376 -6.54161 0.41063 0.2644
```

Its net charge is +1.

***

Number 1: HOMO-LUMO gap 8.12 eV, electronic energy -49728.578 eV. Number 2: HOMO-LUMO gap 1.55 eV, electronic energy -58362.536 eV. Number 3: HOMO-LUMO gap 7.91 eV, electronic energy -35477.937 eV. Number 4: HOMO-LUMO gap 8.17 eV, electronic energy -45592.369 eV.